Formula: H12O6
Source: OMol25
Level of theory: ωB97M-V with the def2-TZVPD basis set

The orbital gap is 11.3 eV. Its total energy is -458.623976 a.u. The structure (SMILES) is O.O.O.O.O.O. For the HOMO energy, the calculation gives -11.33 eV.

Atoms and positions in Å:
1 H -0.494 5.848 31.212
2 H -1.835 3.148 33.143
3 H 1.760 1.252 32.948
4 O 0.887 4.358 34.045
5 H 2.620 4.198 33.016
6 O 3.423 3.873 32.573
7 H 0.041 4.261 34.543
8 H 0.600 4.759 33.191
9 O 0.341 5.641 31.698
10 H 1.446 2.512 33.827
11 H 3.734 3.078 33.102
12 H 0.929 7.094 32.065
13 H 2.098 8.075 32.286
14 O 1.232 7.989 31.875
15 H -0.954 2.310 34.114
16 O 1.299 1.577 33.701
17 H 0.997 5.701 30.978
18 O -1.748 2.841 34.038

Here are the Mulliken charges for atoms 1 to 8, given in e: atom 1 (H): 0.320, atom 2 (H): 0.303, atom 3 (H): 0.311, atom 4 (O): -0.756, atom 5 (H): 0.380, atom 6 (O): -0.658, atom 7 (H): 0.315, atom 8 (H): 0.455



Formula: H12O6
Source: OMol25
Level of theory: ωB97M-V with the def2-TZVPD basis set

The orbital gap is 10.0 eV. Its total energy is -458.604159 a.u. The structure (SMILES) is O.O.O.O.O.O. For the HOMO energy, the calculation gives -10.18 eV.

Atoms and positions in Å:
1 H -1.951 -0.533 2.019
2 H -0.183 1.729 1.463
3 O 0.308 -2.025 -2.829
4 O -1.062 1.927 1.000
5 O 1.129 0.920 2.038
6 O -1.619 -1.298 1.605
7 H -0.405 -1.676 -2.235
8 O 0.314 0.688 -2.534
9 H 0.832 0.386 2.750
10 H -0.039 -2.160 -3.719
11 H 1.298 1.830 2.404
12 H 0.266 0.576 -1.603
13 H -0.955 -1.081 1.023
14 O 0.818 -0.520 -0.180
15 H -1.646 2.216 1.699
16 H 0.967 0.086 0.552
17 H 1.608 -0.902 -0.486
18 H 0.318 -0.163 -2.968

Here are the Mulliken charges for atoms 1 to 8, given in e: atom 1 (H): 0.294, atom 2 (H): 0.368, atom 3 (O): -0.718, atom 4 (O): -0.626, atom 5 (O): -0.751, atom 6 (O): -0.622, atom 7 (H): 0.356, atom 8 (O): -0.696



Formula: H12O6
Source: OMol25
Level of theory: ωB97M-V with the def2-TZVPD basis set

The orbital gap is 11.1 eV. Its total energy is -458.615957 a.u. The structure (SMILES) is O.O.O.O.O.O. For the HOMO energy, the calculation gives -10.92 eV.

Atoms and positions in Å:
1 H 4.495 -33.243 4.419
2 O -0.235 -33.082 4.422
3 H -0.242 -32.276 6.084
4 O 2.439 -34.078 4.503
5 H 2.658 -33.875 2.764
6 H 5.817 -32.632 4.192
7 H 2.485 -32.755 6.829
8 O 2.566 -33.622 1.786
9 O 2.589 -33.590 7.311
10 H 0.130 -32.236 4.156
11 O -0.494 -32.120 7.008
12 H 2.725 -32.723 1.875
13 H 3.274 -33.479 7.934
14 O 4.979 -32.424 4.509
15 H -0.955 -33.244 3.810
16 H -1.292 -32.664 7.159
17 H 1.520 -34.041 4.448
18 H 2.563 -34.067 5.423

Here are the Mulliken charges for atoms 1 to 8, given in e: atom 1 (H): 0.322, atom 2 (O): -0.701, atom 3 (H): 0.395, atom 4 (O): -0.691, atom 5 (H): 0.395, atom 6 (H): 0.307, atom 7 (H): 0.329, atom 8 (O): -0.651



Formula: H12O6
Source: OMol25
Level of theory: ωB97M-V with the def2-TZVPD basis set

The orbital gap is 11.1 eV. Its total energy is -458.622759 a.u. The structure (SMILES) is O.O.O.O.O.O. For the HOMO energy, the calculation gives -10.87 eV.

Atoms and positions in Å:
1 H 0.370 -2.534 -0.813
2 H 2.468 -0.111 1.942
3 H 1.205 0.551 1.731
4 H 1.609 1.590 0.198
5 H -0.931 1.484 1.220
6 O -2.466 -2.000 -0.296
7 O -1.095 0.350 -1.831
8 H 0.356 -1.789 0.486
9 H -3.124 -1.350 -0.541
10 H -0.416 0.578 0.206
11 H -0.693 -0.524 -1.593
12 O 2.110 0.691 1.640
13 O 0.263 -1.646 -0.435
14 O 1.319 1.843 -0.706
15 O -0.539 0.661 1.174
16 H -1.621 -1.593 -0.024
17 H -0.487 1.079 -1.610
18 H 1.675 2.715 -0.752

Here are the Mulliken charges for atoms 1 to 8, given in e: atom 1 (H): 0.256, atom 2 (H): 0.298, atom 3 (H): 0.337, atom 4 (H): 0.383, atom 5 (H): 0.279, atom 6 (O): -0.667, atom 7 (O): -0.666, atom 8 (H): 0.310



Formula: H12O6
Source: OMol25
Level of theory: ωB97M-V with the def2-TZVPD basis set

The orbital gap is 11.2 eV. Its total energy is -458.615002 a.u. The structure (SMILES) is O.O.O.O.O.O. For the HOMO energy, the calculation gives -11.04 eV.

Atoms and positions in Å:
1 O -28.837 11.462 -5.774
2 H -27.161 10.110 -3.004
3 H -26.987 14.215 -4.993
4 H -27.207 14.916 -2.878
5 H -26.612 10.931 -4.107
6 H -28.361 12.293 -4.288
7 H -29.730 11.537 -5.611
8 H -28.284 12.773 -2.801
9 O -28.106 13.036 -3.716
10 H -28.672 13.864 -0.379
11 O -26.257 14.431 -5.572
12 H -27.166 13.372 -0.498
13 H -26.446 16.254 -3.143
14 H -28.785 10.570 -5.859
15 O -26.361 10.300 -3.492
16 O -28.118 13.181 -0.718
17 H -25.689 13.698 -5.262
18 O -27.137 15.814 -2.565

Here are the Mulliken charges for atoms 1 to 8, given in e: atom 1 (O): -0.639, atom 2 (H): 0.312, atom 3 (H): 0.312, atom 4 (H): 0.345, atom 5 (H): 0.307, atom 6 (H): 0.246, atom 7 (H): 0.304, atom 8 (H): 0.398



Formula: H12O6
Source: OMol25
Level of theory: ωB97M-V with the def2-TZVPD basis set

The orbital gap is 11.0 eV. Its total energy is -458.624283 a.u. The structure (SMILES) is O.O.O.O.O.O. For the HOMO energy, the calculation gives -10.70 eV.

Atoms and positions in Å:
1 H 0.442 0.214 -0.414
2 H -2.075 2.962 -0.601
3 O 0.425 1.106 0.698
4 H -2.271 0.770 -1.585
5 O 2.070 -2.378 -0.177
6 H -3.320 -0.340 -1.273
7 O 0.154 -0.564 -0.976
8 O -1.210 2.476 -0.736
9 H 1.478 -1.524 1.531
10 H 3.030 -2.402 -0.414
11 H 1.726 -0.989 2.949
12 H -1.139 1.895 0.053
13 H 0.878 1.887 1.000
14 H 1.623 -1.755 -0.777
15 H 0.605 0.345 1.275
16 O -2.703 -0.073 -1.936
17 O 1.047 -1.189 2.307
18 H -0.761 -0.442 -0.924

Here are the Mulliken charges for atoms 1 to 8, given in e: atom 1 (H): 0.596, atom 2 (H): 0.338, atom 3 (O): -0.691, atom 4 (H): 0.340, atom 5 (O): -0.694, atom 6 (H): 0.319, atom 7 (O): -0.741, atom 8 (O): -0.689



Formula: H12O6
Source: OMol25
Level of theory: ωB97M-V with the def2-TZVPD basis set

The orbital gap is 11.0 eV. Its total energy is -458.602089 a.u. The structure (SMILES) is O.O.O.O.O.O. For the HOMO energy, the calculation gives -10.89 eV.

Atoms and positions in Å:
1 H -0.693 -2.703 0.926
2 O 2.576 -0.524 0.227
3 H 0.439 -1.309 -3.339
4 H 1.212 1.337 2.929
5 H 1.706 -0.139 0.246
6 O 0.647 1.927 2.476
7 H 0.640 -0.558 -2.186
8 H 1.107 2.670 2.211
9 H -1.110 0.457 -0.167
10 O -1.230 -1.922 1.278
11 H -2.275 1.007 -2.056
12 O -0.175 0.338 0.116
13 O -2.699 0.818 -1.132
14 H 2.795 -0.710 1.269
15 H -0.035 1.105 0.695
16 H -0.803 -1.100 0.976
17 O 1.059 -0.726 -3.054
18 H -3.162 0.031 -1.417

Here are the Mulliken charges for atoms 1 to 8, given in e: atom 1 (H): 0.316, atom 2 (O): -0.626, atom 3 (H): 0.283, atom 4 (H): 0.306, atom 5 (H): 0.411, atom 6 (O): -0.632, atom 7 (H): 0.301, atom 8 (H): 0.309



Formula: H12O6
Source: OMol25
Level of theory: ωB97M-V with the def2-TZVPD basis set

The orbital gap is 10.3 eV. Its total energy is -458.613700 a.u. The structure (SMILES) is O.O.O.O.O.O. For the HOMO energy, the calculation gives -10.35 eV.

Atoms and positions in Å:
1 H 3.894 -2.020 -3.208
2 H -0.355 0.908 1.512
3 H 1.426 2.253 4.510
4 H -0.016 1.713 -3.220
5 O -1.093 0.325 -0.009
6 O -3.820 -2.167 -0.107
7 O 0.278 1.543 1.909
8 H -3.918 -2.556 0.778
9 O 0.074 1.171 -2.426
10 O 3.115 -2.431 -3.584
11 H 0.846 1.319 3.550
12 H -1.194 1.036 -0.660
13 H 0.934 1.504 -2.138
14 H -0.595 -0.348 -0.491
15 H -3.315 -1.392 0.207
16 H 2.961 -2.091 -4.466
17 O 1.256 1.303 4.447
18 H 0.980 1.879 1.366

Here are the Mulliken charges for atoms 1 to 8, given in e: atom 1 (H): 0.319, atom 2 (H): 0.401, atom 3 (H): 0.288, atom 4 (H): 0.310, atom 5 (O): -0.718, atom 6 (O): -0.628, atom 7 (O): -0.720, atom 8 (H): 0.318



Calculated max |F| (eV Å⁻¹), listed in the same order as above: 2.05; 3.63; 3.44; 3.19; 4.56; 2.50; 4.56; 1.68